1.
Density functional theory data (ωB97M-V/def2-TZVPD) for a 2-piece molecular cluster, CH5N2S overall in a non-equilibrium geometry.

Atoms and positions in Å:
C: -0.622 0.742 -0.589
N: 0.286 1.095 -1.536
N: 0.150 -0.588 1.069
S: -0.969 -0.313 -1.829
H: -1.072 1.041 0.345
H: 1.217 0.648 -1.395
H: 1.196 -0.596 1.151
H: -0.015 -1.624 0.778
H: -0.171 -0.405 2.007

## Properties
- charge = +1
- electronic energy (Ha) = -548.30134
- HOMO energy (alpha / beta) (eV) = -12.2 / -15.4
- multiplicity = 3

2.
Density functional theory data (ωB97M-V/def2-TZVPD) for CH5N3 in the gas phase in a non-equilibrium geometry.

Atoms and positions in Å:
C: 0.088 -0.939 -0.503
N: -0.483 1.067 0.474
N: -0.624 2.306 0.981
N: -0.332 0.401 -0.666
H: -0.317 -1.566 0.273
H: -0.225 -1.416 -1.395
H: 1.254 -0.921 -0.336
H: -0.248 0.425 1.253
H: -0.570 3.024 0.264

## Properties
- electronic energy (Ha) = -205.23694
- HOMO energy (eV) = -8.7

3.
Density functional theory data (ωB97M-V/def2-TZVPD) for CH5N3 in the gas phase in a non-equilibrium geometry.

Atoms and positions in Å:
H: 1.202 0.251 -1.449
N: 0.215 0.498 -1.686
C: -0.758 0.260 -0.876
N: -0.424 -0.232 0.464
N: 0.751 -0.454 1.327
H: -1.885 0.428 -1.064
H: -1.331 -0.674 0.894
H: 1.419 -0.646 0.707
H: 0.811 0.569 1.684

## Properties
- electronic energy (Ha) = -205.26749
- HOMO energy (eV) = -8.9
- SMILES = [H]/N=C\NN

4.
Density functional theory data (ωB97M-V/def2-TZVPD) for CH5N3 in the gas phase in a non-equilibrium geometry.

Atoms and positions in Å:
N: 0.122 0.395 1.496
C: 0.095 0.028 0.277
N: -1.048 -0.250 -0.470
N: 1.266 -0.144 -0.444
H: -0.818 0.350 1.882
H: -1.911 0.025 -0.050
H: -0.919 -0.809 -1.291
H: 1.163 0.115 -1.421
H: 2.049 0.290 0.020

## Properties
- electronic energy (Ha) = -205.37950
- HOMO energy (eV) = -9.1
- SMILES = N=C(N)N

5.
Density functional theory data (ωB97M-V/def2-TZVPD) for CH5N3 in the gas phase in a non-equilibrium geometry.

Atoms and positions in Å:
H: -1.018 -1.080 -0.650
N: -0.569 -1.928 -0.195
C: 0.354 -1.031 0.257
N: 0.594 0.413 0.196
N: -0.436 1.114 -0.501
H: 1.155 -1.422 0.972
H: 1.086 0.560 1.134
H: -0.159 1.550 -1.376
H: -1.007 1.823 0.162

## Properties
- electronic energy (Ha) = -205.26046
- HOMO energy (eV) = -9.3
- SMILES = [H]/N=C\NN

6.
Density functional theory data (ωB97M-V/def2-TZVPD) for CH5N3O in the gas phase in a non-equilibrium geometry.

Atoms and positions in Å:
N: 1.181 0.789 -1.242
N: 0.135 0.146 -0.575
C: 0.370 -0.475 0.319
N: -0.831 -0.969 1.055
O: -2.108 -0.313 0.785
H: 0.617 1.336 -1.916
H: 1.815 1.295 -0.611
H: 1.411 -0.614 0.540
H: -0.640 -0.732 1.995
H: -1.949 -0.462 -0.349

## Properties
- electronic energy (Ha) = -280.41428
- HOMO energy (eV) = -8.6
- SMILES = N/N=C/NO

7.
Density functional theory data (ωB97M-V/def2-TZVPD) for CH5N3O2 in the gas phase in a non-equilibrium geometry.

Atoms and positions in Å:
C: 1.300 0.050 -0.664
N: 0.265 0.244 0.312
N: -0.717 -1.079 0.681
O: -0.400 -2.063 0.074
N: -1.194 0.251 -0.301
O: -1.986 1.101 0.384
H: 0.971 0.266 -1.682
H: 1.587 -1.011 -0.645
H: 2.151 0.664 -0.407
H: 0.375 0.915 1.071
H: -2.352 0.663 1.178

## Properties
- electronic energy (Ha) = -355.61503
- HOMO energy (eV) = -8.7
- SMILES = C[N@@H+]1N([O-])N1O

8.
Density functional theory data (ωB97M-V/def2-TZVPD) for CH5N3O2 in the gas phase in a non-equilibrium geometry.

Atoms and positions in Å:
C: 1.047 1.407 -0.105
N: 0.076 0.572 0.588
N: -0.502 -0.403 -0.183
O: -0.564 -0.279 -1.377
N: -1.007 -1.370 0.592
O: -1.741 -2.212 -0.262
H: 0.634 1.591 -1.046
H: 1.197 2.480 0.462
H: 2.039 0.970 -0.183
H: 0.487 0.261 1.415
H: -1.666 -3.018 0.100

## Properties
- electronic energy (Ha) = -355.65943
- HOMO energy (eV) = -9.0
- SMILES = CN/[N+]([O-])=N/O

9.
Density functional theory data (ωB97M-V/def2-TZVPD) for CH5N3O2S in the gas phase in a non-equilibrium geometry.

Atoms and positions in Å:
O: 1.397 1.853 -0.122
N: 0.050 1.422 -0.061
C: 0.011 0.157 -0.208
N: 1.131 -0.619 -0.501
O: 1.058 -1.943 -0.046
N: -1.181 -0.547 -0.117
S: -2.693 0.196 -0.245
H: 1.319 2.800 0.003
H: 2.021 -0.187 -0.206
H: 0.995 -1.892 0.895
H: -1.140 -1.504 -0.459
H: -2.967 0.266 1.068

## Properties
- electronic energy (Ha) = -753.91190
- HOMO energy (eV) = -8.7
- SMILES = O/N=C(\NO)NS

10.
Density functional theory data (ωB97M-V/def2-TZVPD) for a 2-piece molecular cluster, CH5N3O3 overall in a non-equilibrium geometry.

Atoms and positions in Å:
O: -3.899 -0.338 0.492
N: -2.937 -0.221 -0.192
O: -2.577 -0.793 -1.183
O: -2.200 0.879 0.100
H: -1.171 0.674 -0.011
H: 0.948 -0.132 1.553
N: 0.369 0.184 0.801
N: 0.948 0.253 -0.258
C: 2.372 -0.018 -0.284
H: 2.781 -0.356 0.738
H: 2.544 -0.946 -0.999
H: 2.821 0.815 -0.758

## Properties
- electronic energy (Ha) = -430.88034
- HOMO energy (eV) = -10.5
- SMILES = O=[N+]([O-])O.[H]/N=N\C

11.
Density functional theory data (ωB97M-V/def2-TZVPD) for a 2-piece molecular cluster, CH5N3O3 overall in a non-equilibrium geometry.

Atoms and positions in Å:
N: -1.975 -1.119 0.154
N: -2.074 0.189 -0.022
O: -1.151 0.870 -0.390
O: -3.160 0.653 0.225
H: -1.192 -1.695 -0.022
H: -2.917 -1.556 0.231
N: 1.171 1.053 0.425
C: 1.021 0.009 -0.472
O: 0.748 -1.139 -0.110
H: 1.693 1.815 0.131
H: 0.756 0.872 1.435
H: 1.315 0.355 -1.551

## Properties
- electronic energy (Ha) = -430.96074
- HOMO energy (eV) = -10.1
- SMILES = N[N+](=O)[O-].NC=O

12.
Density functional theory data (ωB97M-V/def2-TZVPD) for a 2-piece molecular cluster, CH5N3O3S overall in a non-equilibrium geometry.

Atoms and positions in Å:
C: -1.437 -0.019 -0.083
N: -0.423 0.788 0.066
N: -1.732 -1.322 0.314
N: 2.283 0.802 -0.355
O: -0.286 2.030 0.127
O: 0.759 -1.031 -1.086
O: 1.167 -0.819 1.241
S: 1.095 -0.207 -0.013
H: -2.886 1.097 -0.056
H: -2.152 -1.975 -0.364
H: -1.009 -1.880 0.829
H: 1.873 1.411 -1.116
H: 2.748 1.125 0.496

## Properties
- electronic energy (Ha) = -828.95171
- HOMO energy (alpha / beta) (eV) = -6.0 / -9.3
- multiplicity = 3

13.
Density functional theory data (ωB97M-V/def2-TZVPD) for an isolated ion of composition CH5N4OS and charge +1 in a non-equilibrium geometry.

Atoms and positions in Å:
N: -1.771 0.025 -0.682
C: -0.718 -0.135 0.146
N: -0.777 0.128 1.445
N: 0.454 -0.538 -0.493
S: 1.821 -0.696 0.395
N: 2.846 0.625 -0.642
O: 3.869 0.920 -0.211
H: -2.747 0.416 -0.440
H: -1.647 -0.334 -1.746
H: -1.716 0.336 1.679
H: -0.123 -0.307 2.100
H: 0.510 -0.441 -1.551

## Properties
- charge = +1
- electronic energy (Ha) = -733.22392
- HOMO energy (eV) = -13.0
- SMILES = NC(N)=[NH+]SN=O

14.
Density functional theory data (ωB97M-V/def2-TZVPD) for CH5N4P in the gas phase in a non-equilibrium geometry.

Atoms and positions in Å:
P: 0.837 1.638 0.900
C: -0.464 0.704 0.108
N: -0.364 0.444 -1.246
N: -0.293 -0.809 -1.516
N: -0.319 -1.587 -0.432
N: -0.584 -0.954 0.763
H: 1.095 2.350 -0.314
H: 1.893 0.748 0.325
H: -1.447 1.014 0.398
H: -0.516 -2.540 -0.437
H: 0.164 -1.010 1.450

## Properties
- electronic energy (Ha) = -601.32159
- HOMO energy (eV) = -8.4
- SMILES = P[C@H]1N=NNN1

15.
Density functional theory data (ωB97M-V/def2-TZVPD) for CH5N5 in the gas phase in a non-equilibrium geometry.

Atoms and positions in Å:
N: 1.706 0.221 -0.986
N: 0.902 0.034 0.049
N: 0.658 -1.190 0.579
N: -0.407 -1.305 1.169
C: -1.282 -0.173 0.903
N: -0.527 0.788 0.032
H: 1.468 -0.335 -1.906
H: 1.969 1.191 -1.112
H: -2.181 -0.542 0.396
H: -1.540 0.314 1.878
H: -0.768 0.998 -1.002

## Properties
- electronic energy (Ha) = -314.72862
- HOMO energy (eV) = -8.6
- SMILES = NN1N=NCN1

16.
Density functional theory data (ωB97M-V/def2-TZVPD) for CH5NO in the gas phase.

Atoms and positions in Å:
C: -1.039 -0.084 0.000
O: 0.126 0.710 0.000
N: 1.293 -0.119 0.001
H: -1.085 -0.716 -0.891
H: -1.866 0.623 0.000
H: -1.086 -0.714 0.893
H: 1.827 0.146 -0.825
H: 1.830 0.153 0.823

## Properties
- electronic energy (Ha) = -171.01782
- HOMO energy (eV) = -9.9
- SMILES = CON

17.
Density functional theory data (ωB97M-V/def2-TZVPD) for an isolated ion of composition CH5NO and charge +1 in a non-equilibrium geometry.

Atoms and positions in Å:
O: 0.814 0.208 0.949
H: 0.459 0.846 1.620
C: -0.440 -0.240 0.205
N: -0.353 -0.116 -1.223
H: -0.752 -1.292 0.435
H: -1.125 0.377 0.694
H: -0.614 0.805 -1.538
H: 0.626 -0.148 -1.470

## Properties
- charge = +1
- electronic energy (Ha) = -170.68160
- HOMO energy (alpha / beta) (eV) = -17.5 / -17.1
- multiplicity = 2

18.
Density functional theory data (ωB97M-V/def2-TZVPD) for CH5NO2 in the gas phase in a non-equilibrium geometry.

Atoms and positions in Å:
O: 0.326 0.179 1.753
C: -0.003 -0.386 0.552
N: -0.010 0.531 -0.542
O: 0.090 -0.227 -1.763
H: 0.827 0.991 1.595
H: 0.589 -1.284 0.343
H: -1.233 -0.666 0.671
H: -1.134 0.502 -0.230
H: 0.547 0.360 -2.378

## Properties
- electronic energy (Ha) = -246.19229
- HOMO energy (eV) = -9.6
- SMILES = OCNO

19.
Density functional theory data (ωB97M-V/def2-TZVPD) for CH5NO2S in the gas phase in a non-equilibrium geometry.

Atoms and positions in Å:
C: -1.417 0.514 -0.600
N: 1.182 -0.078 1.309
O: 0.705 -1.306 -0.973
O: 2.405 0.544 0.938
S: 0.186 -0.580 0.190
H: -1.006 1.454 -0.159
H: -1.643 0.345 -1.700
H: -2.322 0.418 -0.029
H: 2.658 0.089 0.110
H: -0.748 -1.400 0.914

## Properties
- electronic energy (Ha) = -644.19567
- HOMO energy (alpha / beta) (eV) = -5.8 / -10.1
- multiplicity = 3

20.
Density functional theory data (ωB97M-V/def2-TZVPD) for a 2-piece molecular cluster, CH5NO2Si overall in a non-equilibrium geometry.

Atoms and positions in Å:
C: 0.157 0.366 1.383
N: 0.686 0.329 -1.568
O: 0.279 0.746 -2.669
O: 1.770 -0.236 -1.381
Si: -0.573 0.318 -0.327
H: -0.603 0.561 2.228
H: 0.565 -0.717 1.708
H: 0.836 1.119 1.525
H: -2.004 0.370 -0.696
H: -1.112 -2.856 -0.203

## Properties
- electronic energy (Ha) = -535.55797
- HOMO energy (alpha / beta) (eV) = -10.8 / -7.9